(a)
A 8-piece molecular cluster, H18NO7 overall, computed with ωB97M-V with the def2-TZVPD basis set.

Geometry as XYZ:
```
26
H18NO7 (ωB97M-V with the def2-TZVPD basis set)
N 0.079 0.133 -0.456
H 0.559 0.616 0.367
H 0.233 -0.805 -0.241
H 0.455 0.442 -1.338
H -0.742 0.402 -0.359
O 2.188 -0.058 1.746
H 3.019 -0.302 2.201
H 1.373 -0.155 2.488
O 2.782 -1.147 -1.745
H 2.746 -1.436 -2.522
H 3.148 -0.225 -1.516
O -0.408 0.439 2.623
H -1.007 0.970 2.226
H -0.906 0.025 3.292
O 0.436 -3.608 -0.627
H 1.126 -3.982 -1.214
H -0.242 -3.125 -1.122
O -2.355 -1.537 0.648
H -3.142 -1.428 0.129
H -2.710 -1.285 1.654
O -0.943 2.449 -2.639
H -0.550 3.241 -2.948
H -0.508 1.859 -3.287
O -1.240 2.525 1.043
H -2.171 2.758 1.183
H -1.220 3.234 0.415
```

Net charge: +1
LUMO energy (eV): -3.17
Molar mass (g/mol): 144.144
Spin multiplicity: 1

=====

(b)
A 8-piece molecular cluster, H18NO7 overall, computed with ωB97M-V with the def2-TZVPD basis set.

Geometry as XYZ:
```
26
H18NO7 (ωB97M-V with the def2-TZVPD basis set)
N 2.392 29.014 18.139
H 2.546 28.683 17.206
H 1.894 29.890 17.986
H 3.255 29.223 18.635
H 1.816 28.311 18.614
O 0.026 29.654 16.447
H -0.918 29.673 16.740
H -0.102 29.498 15.521
O 2.479 25.606 18.532
H 1.562 25.408 18.704
H 2.568 25.601 17.575
O 2.430 29.142 14.532
H 2.698 29.090 13.627
H 2.101 28.288 14.767
O -0.088 27.748 19.783
H -0.927 28.067 20.137
H 0.117 27.029 20.367
O 0.881 26.922 15.879
H 0.744 25.952 15.908
H 0.302 27.376 16.482
O 4.562 27.143 16.640
H 4.763 26.304 17.009
H 4.371 27.096 15.684
O 4.800 30.016 15.544
H 4.858 30.956 15.414
H 3.905 29.735 15.299
```

Net charge: +1
LUMO energy (eV): -3.19
Molar mass (g/mol): 144.144
Spin multiplicity: 1

=====

(c)
A 8-piece molecular cluster, H18NO7 overall, computed with ωB97M-V with the def2-TZVPD basis set.

Geometry as XYZ:
```
26
H18NO7 (ωB97M-V with the def2-TZVPD basis set)
N 19.962 27.535 15.611
H 20.306 28.331 16.166
H 19.674 27.556 14.671
H 19.293 27.058 16.350
H 20.757 26.860 15.714
O 23.026 25.621 17.087
H 23.059 26.529 16.930
H 23.739 25.309 16.601
O 20.908 24.938 14.062
H 21.736 24.410 14.195
H 20.951 25.494 13.333
O 17.641 25.872 17.466
H 17.171 26.530 17.839
H 17.638 25.217 18.130
O 19.651 28.820 18.583
H 19.894 28.542 19.427
H 20.101 29.691 18.509
O 21.566 29.428 13.877
H 22.016 30.196 14.148
H 20.893 29.731 13.253
O 22.661 28.490 16.950
H 22.388 28.634 17.830
H 23.340 29.114 16.377
O 17.958 29.660 15.460
H 18.143 30.586 15.354
H 17.535 29.462 14.678
```

Net charge: +1
LUMO energy (eV): -3.16
Molar mass (g/mol): 144.144
Spin multiplicity: 1

=====

Name the least stable of them. (a).

=====

(a)
One molecule with the formula CH4FINP, computed with ωB97M-V with the def2-TZVPD basis set.

Geometry as XYZ:
```
9
CH4FINP (ωB97M-V with the def2-TZVPD basis set)
C 0.987 -0.411 -0.322
N 0.271 0.251 0.786
P -1.178 1.012 0.727
F -0.941 1.522 -0.782
I -3.019 -0.914 -0.409
H 1.786 0.405 -0.449
H 1.297 -1.459 -0.085
H 0.177 -0.258 -1.106
H 0.619 -0.149 1.641
```

LUMO energy (eV): -0.54
Molar mass (g/mol): 206.926
Spin multiplicity: 1
SMILES string: CNP(F)I

=====

(b)
A 2-piece molecular cluster, CH4FINP overall, computed with ωB97M-V with the def2-TZVPD basis set.

Geometry as XYZ:
```
9
CH4FINP (ωB97M-V with the def2-TZVPD basis set)
C 0.159 0.064 -0.245
N -0.430 0.791 0.862
F -1.340 2.532 -0.854
P -1.526 2.060 0.677
I -4.026 -0.520 -0.501
H -0.639 -0.499 -0.841
H 0.471 0.954 -0.907
H 0.971 -0.494 0.154
H -0.328 0.511 1.898
```

LUMO energy (spin up / spin down) (eV): -1.71 / -2.40
Molar mass (g/mol): 206.926
Spin multiplicity: 1

=====

Name the least stable of them. (b).

=====

(a)
One molecule with the formula C5H2OS, computed with ωB97M-V with the def2-TZVPD basis set.

Geometry as XYZ:
```
9
C5H2OS (ωB97M-V with the def2-TZVPD basis set)
C 0.378 -0.486 -0.508
C 0.270 1.309 -0.159
C 1.467 -1.124 -0.089
C 1.235 0.566 0.298
C -0.904 0.039 -0.670
O 2.274 -0.193 0.585
S -2.155 -0.050 0.575
H -1.375 0.173 -1.615
H -1.189 -0.232 1.583
```

LUMO energy (spin up / spin down) (eV): -0.39 / -0.39
Molar mass (g/mol): 110.137
Spin multiplicity: 1

=====

(b)
One molecule with the formula C5H2OS, computed with ωB97M-V with the def2-TZVPD basis set.

Geometry as XYZ:
```
9
C5H2OS (ωB97M-V with the def2-TZVPD basis set)
C -2.410 -0.127 -1.959
C -1.457 -0.019 -1.213
C -0.399 -0.196 -0.420
C 0.515 -0.409 0.359
C 1.750 -0.301 0.954
O 2.853 -0.676 0.366
S 1.972 1.061 2.191
H -3.267 -0.375 -2.669
H 0.442 1.041 2.393
```

LUMO energy (eV): -1.13
Molar mass (g/mol): 110.137
Spin multiplicity: 1
SMILES string: C#CC#CC(=O)S

=====

Name the least stable of them. (a).

=====

(a)
C38H29Br2F3InN5O3P2S2 as an isolated structure, computed with ωB97M-V with the def2-TZVPD basis set.

Geometry as XYZ:
```
85
C38H29Br2F3InN5O3P2S2 (ωB97M-V with the def2-TZVPD basis set)
In 0.211 -0.209 0.019
N -1.631 0.463 2.467
P -1.704 1.526 1.134
C -1.266 3.157 1.767
C -0.049 3.740 1.417
C 0.312 4.972 1.942
C -0.537 5.621 2.826
C -1.753 5.047 3.178
C -2.123 3.825 2.646
C -3.451 1.692 0.722
C -4.402 0.771 1.153
C -5.736 0.949 0.817
C -6.120 2.035 0.045
C -5.172 2.951 -0.393
C -3.840 2.784 -0.054
P -0.536 -0.805 2.390
C 0.649 -0.577 3.713
C 1.063 0.720 4.033
C 2.029 0.908 5.007
C 2.590 -0.190 5.650
C 2.184 -1.476 5.325
C 1.213 -1.675 4.356
C -1.358 -2.380 2.583
C -2.523 -2.497 3.342
C -3.138 -3.731 3.458
C -2.591 -4.843 2.827
C -1.429 -4.727 2.079
C -0.812 -3.493 1.949
H -2.014 0.745 3.364
H 0.614 3.238 0.722
H 1.252 5.427 1.659
H -0.256 6.581 3.237
H -2.418 5.560 3.860
H -3.086 3.398 2.901
H -4.104 -0.080 1.753
H -6.479 0.246 1.171
H -7.162 2.175 -0.211
H -5.472 3.800 -0.991
H -3.111 3.517 -0.381
H 0.626 1.583 3.539
H 2.339 1.910 5.273
H 3.341 -0.040 6.414
H 2.618 -2.327 5.832
H 0.893 -2.680 4.112
H -2.952 -1.634 3.837
H -4.040 -3.831 4.045
H -3.075 -5.805 2.923
H -1.006 -5.594 1.590
H 0.087 -3.398 1.354
S 3.848 4.562 -4.688
N 2.564 3.627 -4.945
C 2.323 2.986 -3.814
C 1.265 2.024 -3.603
C 0.386 1.603 -4.606
C -0.560 0.647 -4.310
C -0.624 0.138 -3.018
N 0.189 0.553 -2.055
C 1.140 1.468 -2.328
C 2.081 1.810 -1.257
N 1.927 1.193 -0.071
C 2.804 1.398 0.906
C 3.872 2.275 0.762
C 4.032 2.944 -0.433
C 3.129 2.709 -1.473
C 3.228 3.319 -2.779
N 4.138 4.207 -3.146
H 0.477 2.020 -5.600
H -1.245 0.279 -5.059
H -1.339 -0.626 -2.749
H 2.650 0.843 1.823
H 4.564 2.411 1.580
H 4.852 3.633 -0.588
Br -2.779 -1.864 -0.492
C -4.316 -1.510 -1.636
Br -4.203 0.151 -2.580
H -5.187 -1.486 -0.993
H -4.362 -2.320 -2.353
F 2.064 -4.614 -1.881
C 2.419 -4.021 -0.756
F 1.777 -4.587 0.264
F 3.721 -4.130 -0.572
S 1.989 -2.230 -0.855
O 2.731 -1.696 -1.947
O 2.243 -1.641 0.463
O 0.502 -2.192 -1.031
```

Net charge: +2
LUMO energy (eV): -5.97
Molar mass (g/mol): 1061.384
Spin multiplicity: 1

=====

(b)
C38H29Br2F3InN5O3P2S2 as an isolated structure, computed with ωB97M-V with the def2-TZVPD basis set.

Geometry as XYZ:
```
85
C38H29Br2F3InN5O3P2S2 (ωB97M-V with the def2-TZVPD basis set)
In 0.348 1.061 -0.279
N 0.596 -2.053 -0.302
P -0.988 -1.421 -0.234
C -1.702 -2.038 1.304
C -2.061 -1.146 2.312
C -2.559 -1.619 3.519
C -2.691 -2.984 3.721
C -2.342 -3.881 2.716
C -1.859 -3.412 1.507
C -1.892 -2.305 -1.518
C -1.243 -2.837 -2.629
C -1.976 -3.508 -3.598
C -3.352 -3.635 -3.467
C -4.001 -3.102 -2.361
C -3.274 -2.440 -1.385
P 1.883 -0.984 -0.294
C 2.816 -1.280 1.205
C 2.154 -1.747 2.344
C 2.859 -1.916 3.524
C 4.214 -1.609 3.573
C 4.870 -1.140 2.443
C 4.175 -0.975 1.254
C 2.939 -1.222 -1.713
C 3.189 -2.498 -2.216
C 4.014 -2.643 -3.318
C 4.595 -1.524 -3.906
C 4.352 -0.255 -3.399
C 3.516 -0.100 -2.303
H 0.756 -3.044 -0.158
H -1.970 -0.079 2.151
H -2.851 -0.924 4.295
H -3.078 -3.355 4.661
H -2.460 -4.944 2.874
H -1.620 -4.113 0.716
H -0.169 -2.738 -2.735
H -1.470 -3.945 -4.449
H -3.920 -4.162 -4.223
H -5.071 -3.211 -2.254
H -3.783 -2.048 -0.512
H 1.098 -1.997 2.306
H 2.357 -2.298 4.402
H 4.763 -1.746 4.494
H 5.925 -0.909 2.484
H 4.690 -0.617 0.371
H 2.749 -3.376 -1.757
H 4.212 -3.628 -3.717
H 5.242 -1.645 -4.765
H 4.804 0.613 -3.859
H 3.310 0.889 -1.916
S -4.779 5.204 3.575
N -4.634 4.947 1.994
C -3.574 4.171 1.830
C -3.061 3.698 0.559
C -3.600 4.065 -0.679
C -3.010 3.601 -1.832
C -1.908 2.758 -1.734
N -1.415 2.381 -0.561
C -1.954 2.856 0.580
C -1.289 2.509 1.839
N -0.180 1.749 1.768
C 0.513 1.475 2.868
C 0.106 1.918 4.121
C -1.040 2.676 4.219
C -1.755 2.993 3.060
C -2.941 3.825 3.047
N -3.532 4.342 4.112
H -4.458 4.724 -0.707
H -3.381 3.880 -2.808
H -1.405 2.383 -2.613
H 1.420 0.898 2.742
H 0.697 1.676 4.992
H -1.390 3.051 5.173
Br 0.333 0.214 -3.633
C -1.127 -0.186 -4.850
Br -2.859 0.221 -4.146
H -1.082 -1.248 -5.051
H -0.956 0.412 -5.735
F 3.223 4.810 -2.243
C 3.533 4.011 -1.239
F 4.269 2.994 -1.691
F 4.212 4.669 -0.319
S 1.985 3.364 -0.478
O 1.240 4.488 -0.014
O 2.385 2.368 0.522
O 1.316 2.592 -1.579
```

Net charge: +2
LUMO energy (eV): -5.96
Molar mass (g/mol): 1061.384
Spin multiplicity: 1

=====

Name the least stable of them. (a).